1:
Molecular formula: C8H6N2O
Method: DFT, the ωB97M-V functional and the def2-TZVPD basis

Structure (XYZ):
```
17
Properties=species:S:1:pos:R:3:mulliken_charge:R:1
C -2.03 -1.39 0.25 -0.438
C -2.19 -0.12 -0.04 -0.272
C -0.73 -2.02 0.35 -0.481
C 0.22 0.04 -0.06 1.239
C 1.15 1.05 -0.20 -0.950
C -1.08 0.71 -0.18 0.134
C 3.28 -0.66 0.20 0.414
C 0.46 2.33 -0.43 -0.304
N 0.35 -1.28 0.24 -0.539
N -0.91 2.00 -0.36 -0.772
O 4.29 -0.15 0.11 -0.185
H -2.87 -2.01 0.29 0.390
H -3.28 0.25 -0.02 0.298
H -0.62 -2.99 0.70 0.477
H 2.49 -1.44 0.15 0.375
H 0.85 2.89 0.38 0.273
H 0.62 2.81 -1.37 0.343
```

The calculation puts the molar mass at 146.15 g mol⁻¹. The multiplicity is 1.



2:
Molecular formula: C8H6N2O
Method: DFT, the ωB97M-V functional and the def2-TZVPD basis

Structure (XYZ):
```
17
Properties=species:S:1:pos:R:3:mulliken_charge:R:1
C 1.23 -1.42 -0.27 -0.277
C 0.26 -0.30 0.10 0.871
C 0.82 1.07 0.01 -0.460
C -0.17 1.97 0.08 -0.192
C -1.54 1.68 0.19 -0.602
C -2.08 0.34 -0.03 -0.565
C -1.09 -0.65 0.00 0.634
C -1.52 -2.01 0.06 -0.321
H 4.20 -0.72 0.22 0.363
H 0.56 -2.22 -0.60 0.392
H 1.81 1.49 -0.14 0.413
H -0.09 3.10 0.11 0.258
H -2.39 2.30 -0.21 0.274
H -3.09 0.19 -0.18 0.527
N 2.52 -1.62 -0.18 -0.448
N -2.65 -2.79 0.36 -0.430
O 3.22 -0.42 0.48 -0.436
```

The calculation puts the molar mass at 146.15 g mol⁻¹. The multiplicity is 1. Its SMILES is N#Cc1ccccc1/C=N\O.



Short version: 2 is the least stable of them.



1:
Molecular formula: C7H13N2O
Method: DFT, the ωB97M-V functional and the def2-TZVPD basis

Structure (XYZ):
```
23
Properties=species:S:1:pos:R:3:mulliken_charge:R:1
C 0.75 0.13 3.02 -0.329
C 0.54 1.41 2.74 -0.368
C 0.52 0.33 0.82 -0.344
C 0.88 -0.27 -2.15 -1.360
C -1.16 1.11 -1.73 -1.486
C -1.18 -1.41 -1.17 -1.282
C -0.45 -0.17 -1.43 1.259
N 0.63 -0.58 1.82 0.412
N 0.52 1.54 1.37 0.011
O 0.85 -1.87 1.59 -0.423
H 0.69 -0.24 3.99 0.391
H 0.51 2.25 3.45 0.367
H 1.27 0.72 -2.29 0.409
H 1.56 -0.63 -1.44 0.422
H 1.00 -0.84 -3.08 0.366
H -1.51 0.89 -2.68 0.505
H -2.01 1.11 -0.92 0.307
H -0.63 1.99 -1.66 0.417
H -0.39 -2.18 -0.86 0.327
H -1.99 -1.52 -0.55 0.413
H -1.51 -1.75 -2.21 0.389
H 0.61 2.38 0.88 0.189
H 0.49 -2.40 2.46 0.410
```

The total charge is +1. The calculation puts the molar mass at 141.19 g mol⁻¹. The multiplicity is 1.



2:
Molecular formula: C7H13N2O
Method: DFT, the ωB97M-V functional and the def2-TZVPD basis

Structure (XYZ):
```
23
Properties=species:S:1:pos:R:3:mulliken_charge:R:1
C -0.18 -0.51 0.73 -0.096
C -0.68 1.28 -1.04 0.249
C -0.19 -0.50 2.05 -0.639
C -1.75 0.91 -0.18 -0.120
C 0.51 -0.65 -0.53 1.165
C -2.41 1.70 0.85 -1.094
C 0.77 -2.01 -0.91 -1.576
N 0.13 0.21 -1.42 0.031
N 2.67 -0.13 -0.17 -0.736
O -0.50 2.38 -1.47 -0.524
H 0.56 -0.99 2.72 0.304
H -1.11 -0.03 2.52 0.069
H -2.19 0.08 -0.63 0.483
H -1.79 2.53 1.11 0.287
H -2.64 0.93 1.65 0.299
H -3.37 2.03 0.57 0.416
H 1.39 -2.30 -1.86 0.370
H -0.12 -2.43 -1.30 0.458
H 1.02 -2.61 -0.12 0.418
H 0.60 0.22 -2.37 0.373
H 2.84 0.57 0.59 0.299
H 3.18 0.22 -0.96 0.270
H 3.22 -0.90 0.18 0.293
```

The total charge is +1. The calculation puts the molar mass at 141.19 g mol⁻¹. The multiplicity is 1.



Short version: 1 is the least stable of them.



1:
Molecular formula: C4H8N3
Method: DFT, the ωB97M-V functional and the def2-TZVPD basis

Structure (XYZ):
```
15
Properties=species:S:1:pos:R:3:mulliken_charge:R:1
C -0.33 -1.62 -0.52 -0.039
C 0.37 1.03 0.45 0.165
C 0.16 -0.07 1.38 -0.277
C -0.32 0.78 -0.97 -0.519
N 0.92 2.11 0.87 -0.569
N -0.09 -1.37 0.75 -0.193
N -0.55 -0.58 -1.33 -0.148
H -0.27 -2.59 -0.94 0.424
H 1.10 -0.25 2.07 0.351
H -0.71 0.17 1.92 0.248
H -1.22 1.35 -0.85 0.315
H 0.27 1.23 -1.87 0.388
H 0.90 2.64 0.06 0.258
H 0.40 -2.08 1.30 0.305
H -0.62 -0.77 -2.34 0.290
```

The total charge is +1. The calculation puts the molar mass at 98.13 g mol⁻¹. The multiplicity is 1. Its SMILES is [H]/N=C1/CNC=[NH+]C1.



2:
Molecular formula: C4H8N3
Method: DFT, the ωB97M-V functional and the def2-TZVPD basis

Structure (XYZ):
```
15
Properties=species:S:1:pos:R:3:mulliken_charge:R:1
C -2.84 1.57 0.60 -0.006
C -0.49 -0.68 -0.15 0.732
C -1.24 -1.85 -0.36 -0.920
C 2.63 0.50 0.27 -0.714
N 0.43 0.03 -0.27 0.349
N 1.42 0.83 -0.35 -0.541
N -2.13 0.66 0.48 -0.367
H -3.52 2.47 0.61 0.338
H 1.30 1.78 -0.82 0.294
H -1.49 -2.24 0.63 0.292
H -0.75 -2.57 -0.90 0.367
H -2.16 -1.57 -1.05 0.321
H 2.65 -0.68 0.25 0.267
H 2.75 0.90 1.31 0.256
H 3.45 0.86 -0.26 0.332
```

The total charge is +1. The calculation puts the molar mass at 98.13 g mol⁻¹. The multiplicity is 1.



Short version: 2 is the least stable of them.



1:
Molecular formula: C5H6N4
Method: DFT, the ωB97M-V functional and the def2-TZVPD basis

Structure (XYZ):
```
15
Properties=species:S:1:pos:R:3:mulliken_charge:R:1
C -2.47 -0.53 0.36 -1.106
C -0.99 -0.46 0.40 0.057
C 1.23 -0.01 0.23 0.199
C 2.14 0.61 -0.62 -0.654
C -0.04 0.30 -0.35 1.030
H -3.03 -1.63 0.57 0.241
H -2.59 -0.46 -0.51 0.461
H -2.94 0.41 1.00 0.189
H 1.32 -1.53 1.90 0.265
H 3.41 0.76 -0.58 0.247
H 1.97 1.99 -2.18 0.243
N -0.31 -1.14 1.43 -0.799
N 0.89 -0.89 1.24 0.307
N 1.41 1.43 -1.50 0.107
N -0.01 1.16 -1.39 -0.787
```

The calculation puts the molar mass at 122.13 g mol⁻¹. The multiplicity is 1. Its SMILES is Cc1n[nH]c2c[nH]nc12.



2:
Molecular formula: C5H6N4
Method: DFT, the ωB97M-V functional and the def2-TZVPD basis

Structure (XYZ):
```
15
Properties=species:S:1:pos:R:3:mulliken_charge:R:1
C -0.03 0.70 -1.22 -0.739
C -0.39 1.03 -0.01 0.578
C -0.76 1.52 2.12 -0.086
C -0.16 -0.15 0.87 0.246
C 0.32 -1.12 0.08 -0.547
H 0.61 -1.28 -3.11 0.221
H 2.24 -1.40 -2.19 0.251
H -0.01 1.02 -2.25 0.368
H -1.09 2.02 3.07 0.345
H -1.00 -0.44 2.86 0.319
H 0.25 -2.30 -0.04 0.323
N 1.00 -1.21 -2.09 -0.865
N 0.14 -0.65 -1.18 0.462
N -0.73 2.06 0.91 -0.661
N -0.42 0.21 2.16 -0.214
```

The calculation puts the molar mass at 122.13 g mol⁻¹. The multiplicity is 1. Its SMILES is Nn1cc2nc[nH]c2c1.



Short version: 1 is the least stable of them.



1:
Molecular formula: C6H14NS
Method: DFT, the ωB97M-V functional and the def2-TZVPD basis

Structure (XYZ):
```
22
Properties=species:S:1:pos:R:3:mulliken_charge:R:1
C -2.51 1.04 -0.24 -0.972
C -1.43 1.88 -0.91 -0.108
C 0.09 3.16 0.31 -0.112
N -1.08 3.08 -0.16 -0.543
H -2.80 0.27 -0.96 0.276
H -2.08 0.51 0.61 0.145
H -3.39 1.61 0.05 0.357
H -1.78 2.22 -1.89 0.341
H -0.56 1.23 -1.06 0.131
H 0.83 2.35 0.33 0.101
H 0.36 4.09 0.80 0.271
C 1.22 -2.63 -1.45 -1.044
C 1.51 -2.93 0.02 -0.428
C 0.65 -2.11 0.99 -0.791
S 0.74 -0.32 0.80 -0.561
H 0.20 -2.93 -1.71 0.269
H 1.92 -3.17 -2.09 0.317
H 1.31 -1.55 -1.56 0.272
H 1.35 -4.00 0.24 0.331
H 2.56 -2.71 0.23 0.244
H 0.93 -2.39 2.02 0.264
H -0.39 -2.44 0.88 0.238
```

The total charge is -1. The calculation puts the molar mass at 132.25 g mol⁻¹. The multiplicity is 1.



2:
Molecular formula: C6H14NS
Method: DFT, the ωB97M-V functional and the def2-TZVPD basis

Structure (XYZ):
```
22
Properties=species:S:1:pos:R:3:mulliken_charge:R:1
C -0.31 -1.38 -1.58 -0.790
C -1.53 -1.69 -0.60 -0.570
S -2.83 -0.46 -1.02 -0.612
C 0.17 0.12 -1.49 -1.260
N 1.39 0.11 -0.27 -0.831
C 0.67 -0.29 2.82 -0.625
C 0.29 0.85 -0.14 1.188
C 0.59 2.37 -0.28 -1.688
H 0.55 -2.04 -1.20 0.329
H -0.40 -1.73 -2.62 0.315
H -1.32 -1.59 0.52 0.042
H -1.70 -2.84 -0.65 0.316
H 0.92 0.35 -2.23 0.522
H -0.72 0.56 -2.02 0.486
H 1.71 -0.35 2.55 0.275
H 0.14 -0.26 1.87 -0.058
H 0.66 0.65 3.52 0.214
H 0.35 -1.22 3.32 0.292
H -0.61 0.59 0.39 0.360
H 1.69 2.46 -0.50 0.395
H 0.25 2.81 0.65 0.375
H 0.06 2.95 -1.03 0.326
```

The total charge is -1. The calculation puts the molar mass at 132.25 g mol⁻¹. The multiplicity is 1.



Short version: 2 is the least stable of them.



1:
Molecular formula: C2H3FO2S
Method: DFT, the ωB97M-V functional and the def2-TZVPD basis

Structure (XYZ):
```
9
Properties=species:S:1:pos:R:3:mulliken_charge:R:1
C -1.50 -0.75 0.45 0.699
C -1.86 0.52 0.38 -0.792
O -1.20 -1.89 0.58 -0.393
O 1.89 -0.75 -0.95 -0.384
F 2.11 1.60 -0.14 -0.277
S 1.84 0.02 0.40 0.296
H 2.77 -0.66 -1.46 0.356
H -2.87 0.65 0.80 0.228
H -1.19 1.27 -0.05 0.267
```

The calculation puts the molar mass at 110.11 g mol⁻¹. The multiplicity is 1. Its SMILES is C=C=O.OSF.



2:
Molecular formula: C2H3FO2S
Method: DFT, the ωB97M-V functional and the def2-TZVPD basis

Structure (XYZ):
```
9
Properties=species:S:1:pos:R:3:mulliken_charge:R:1
C 0.48 -0.29 0.72 -0.542
C 0.27 0.46 -0.57 0.152
O -1.29 -1.60 -0.73 -0.548
O -2.13 0.32 0.70 -0.541
F 0.44 1.82 -0.39 -0.240
S -1.13 -0.38 -0.02 0.902
H 1.04 -1.27 0.68 0.254
H 0.61 0.38 1.59 0.302
H 1.69 0.56 -1.98 0.261
```

The calculation puts the molar mass at 110.11 g mol⁻¹. The multiplicity is 1.



Short version: 2 is the least stable of them.